No. 1
Density functional theory data (wB97M-V/def2-TZVPD) for a single C2H3ClO molecule in a non-equilibrium geometry.

```
7
Properties=species:S:1:pos:R:3:lowdin_charge:R:1
C 1.68 0.21 0.06 -0.689
C 0.24 0.09 -0.07 -0.129
O 2.25 1.84 0.34 -0.255
Cl 2.93 -0.84 -0.15 0.775
H 0.03 -0.59 -0.89 0.085
H -0.27 -0.25 0.83 0.086
H -0.01 1.21 0.06 0.126
```

Computed properties:
Max |F| (eV/Å): 9.21
HOMO-LUMO gap (alpha / beta) (eV): 9.592 / 8.045
Total energy (eV): -16687.4499
SMILES: CC(=O)Cl

=====

No. 2
Density functional theory data (wB97M-V/def2-TZVPD) for a single C2H3ClO2 molecule in a non-equilibrium geometry.

```
8
Properties=species:S:1:pos:R:3:lowdin_charge:R:1
C -0.53 -0.81 0.18 -0.379
C 0.86 0.34 0.14 -0.543
O -0.32 -1.45 -0.89 -0.103
O 0.73 1.28 -0.73 0.036
Cl 2.40 -0.45 0.04 0.703
H -0.27 -1.31 1.08 0.076
H -1.33 -0.12 0.34 0.093
H 1.29 1.35 -1.49 0.117
```

Computed properties:
Max |F| (eV/Å): 1.84
HOMO-LUMO gap (alpha / beta) (eV): 8.293 / 8.295
Total energy (eV): -18736.3090

=====

No. 3
Density functional theory data (wB97M-V/def2-TZVPD) for a molecular structure, C2H3ClO2 in a non-equilibrium geometry.

```
8
Properties=species:S:1:pos:R:3:lowdin_charge:R:1
C 1.26 0.51 0.04 -0.135
C -0.70 0.05 -0.32 -0.742
O 2.08 1.37 0.18 0.062
O -0.91 -1.23 0.17 -0.127
Cl -1.71 1.37 0.25 0.568
H -0.91 -0.09 -1.47 0.118
H 1.46 -0.64 -0.01 0.102
H -0.57 -1.34 1.14 0.154
```

Computed properties:
Max |F| (eV/Å): 3.05
HOMO-LUMO gap (eV): 9.296
Total energy (eV): -18737.0669

=====

No. 4
Density functional theory data (wB97M-V/def2-TZVPD) for 2 unconnected molecules or ions with the total composition C2H3ClO2S in a non-equilibrium geometry.

```
9
Properties=species:S:1:pos:R:3:lowdin_charge:R:1
C 0.01 -0.32 1.10 -0.389
C 1.12 -0.09 -0.99 0.048
O 0.65 -0.73 1.99 0.195
O -0.05 -0.01 -0.11 -0.034
S -2.57 0.75 1.75 -0.023
Cl -3.29 0.72 -0.11 -0.111
H 0.95 0.65 -1.77 0.104
H 1.16 -1.09 -1.42 0.105
H 2.03 0.12 -0.44 0.104
```

Computed properties:
Max |F| (eV/Å): 2.85
HOMO-LUMO gap (alpha / beta) (eV): 6.822 / 6.798
Total energy (eV): -29572.3034

=====

No. 5
Density functional theory data (wB97M-V/def2-TZVPD) for a single C2H3ClO2S molecule in a non-equilibrium geometry.

```
9
Properties=species:S:1:pos:R:3:lowdin_charge:R:1
C -0.27 0.89 0.93 -0.562
C -0.78 0.68 2.27 -0.105
O 0.70 0.46 0.42 0.115
O -0.24 2.92 -0.85 -0.570
S -1.36 2.25 -0.16 0.613
Cl -1.87 3.48 1.43 0.237
H 0.03 0.05 2.89 0.153
H -0.92 1.67 2.63 -0.015
H -1.87 0.28 2.21 0.134
```

Computed properties:
Max |F| (eV/Å): 2.93
HOMO-LUMO gap (eV): 9.137
Total energy (eV): -29573.6569

=====

No. 6
Density functional theory data (wB97M-V/def2-TZVPD) for a single C2H3ClO2S molecule in a non-equilibrium geometry.

```
9
Properties=species:S:1:pos:R:3:lowdin_charge:R:1
C -0.63 0.43 -0.26 -0.315
C -1.36 1.80 -0.36 -0.871
O 1.35 -0.47 1.85 -0.528
O -1.35 2.64 0.48 0.045
S 1.18 -0.46 0.26 0.832
Cl -2.31 2.08 -1.80 0.667
H -1.17 -0.05 0.49 0.019
H -0.71 -0.15 -1.31 0.092
H 0.94 -1.08 2.48 0.060
```

Computed properties:
Max |F| (eV/Å): 3.84
HOMO-LUMO gap (eV): 9.095
Total energy (eV): -29572.9207
SMILES: O=C(Cl)CSO

=====

No. 7
Density functional theory data (wB97M-V/def2-TZVPD) for a single C2H3ClO3S molecule in a non-equilibrium geometry.

```
10
Properties=species:S:1:pos:R:3:lowdin_charge:R:1
C -0.81 -0.01 0.59 -0.289
C -0.33 -0.67 -0.70 -0.606
O 1.96 0.90 1.06 -0.401
O -0.41 1.30 0.53 -0.329
O 0.99 0.36 -1.16 -0.417
S 1.16 1.49 0.03 0.931
Cl 0.31 -2.24 -0.60 0.740
H -1.80 -0.01 0.44 0.091
H -0.33 -0.59 1.52 0.172
H -0.74 -0.53 -1.71 0.107
```

Computed properties:
Max |F| (eV/Å): 4.75
HOMO-LUMO gap (eV): 11.282
Total energy (eV): -31620.5661

=====

No. 8
Density functional theory data (wB97M-V/def2-TZVPD) for a molecular structure, C2H3ClS in a non-equilibrium geometry.

```
7
Properties=species:S:1:pos:R:3:lowdin_charge:R:1
C -0.23 0.11 1.83 -0.114
C 0.35 0.65 0.83 -0.686
S -0.24 -0.69 -2.83 0.193
Cl 0.47 0.81 -0.72 0.687
H -0.03 0.43 2.95 0.097
H -0.89 -0.82 1.87 0.083
H 0.58 -0.49 -3.94 -0.260
```

Computed properties:
Max |F| (eV/Å): 4.35
HOMO-LUMO gap (alpha / beta) (eV): 6.467 / 8.816
Total energy (eV): -25475.2645